The following is a DFT calculation (ωB97M-V/def2-TZVPD) of a structure of composition CBr3IS at a distorted geometry.

Calculated values
calculated total energy = -8455.9497 a.u.
energy relative to the best compared isomer or geometry (same formula, charge and spin) = 1.433 eV
gap between HOMO and LUMO = 0.26148 hartree
HOMO level = -0.3203 Ha

Last column: Löwdin charge in e.
Atoms and positions in Å:
C1 0.524084 -0.811852 0.094412  -1.9765
S1 -0.968796 -0.379666 1.993371  -0.1646
Br1 -0.541788 -0.090386 -1.275915  0.5558
Br2 1.811266 0.453024 0.501080  0.5690
Br3 0.809501 -2.619198 -0.121395  0.6792
I1 -1.006363 1.939658 2.217013  0.3372

Force components x, y, z for each atom (eV/Å):
-2.50 1.81 1.60
1.03 -1.09 -1.28
-0.57 -0.01 -0.82
1.54 -0.17 0.20
0.42 -0.45 0.47
0.08 -0.09 -0.17

***

The following is a DFT calculation (ωB97M-V/def2-TZVPD) of the molecule CBrClFNO2 at a distorted geometry.

Calculated values
calculated total energy = -3377.2871 a.u.
energy relative to the best compared isomer or geometry (same formula, charge and spin) = 0.267 eV
SMILES = O=[N+]([O-])[C@@](F)(Cl)Br
gap between HOMO and LUMO = 0.40747 hartree
HOMO level = -0.4167 Ha

Last column: Löwdin charge in e.
Atoms and positions in Å:
C1 -0.736253 0.632951 0.129325  -1.3002
N1 0.455003 -0.419798 -0.368299  -0.4219
O1 0.495382 -0.604142 -1.559603  0.0461
O2 1.251655 -0.823088 0.418904  0.1141
F1 -0.566218 0.737248 1.442045  -0.0492
Cl1 -0.656214 2.056644 -0.713257  0.8145
Br1 -2.364221 -0.363571 0.044447  0.7967

Force components x, y, z for each atom (eV/Å):
0.25 -3.19 1.34
0.10 1.25 -1.15
-0.66 0.05 -0.02
-0.31 -0.02 1.12
0.96 0.83 0.26
0.19 1.27 -0.76
-0.54 -0.19 -0.79

***

The following is a DFT calculation (ωB97M-V/def2-TZVPD) of a structure of composition CBrClI2 at a distorted geometry.

Calculated values
calculated total energy = -3667.5958 a.u.
energy relative to the best compared isomer or geometry (same formula, charge and spin) = 1.605 eV
gap between HOMO and LUMO (spin up / spin down) = 0.24508 / 0.24512 hartree
HOMO level (spin up / spin down) = -0.3391 / -0.3391 Ha

Last column: Löwdin charge in e.
Atoms and positions in Å:
C1 0.250783 0.914664 1.134719  -1.3441
Cl1 -1.128317 0.547517 1.884756  0.5900
Br1 0.379567 2.699327 0.483606  0.5822
I1 0.066274 -3.006176 -2.846068  -0.0498
I2 0.431694 -1.155332 -0.657013  0.2217

Force components x, y, z for each atom (eV/Å):
1.46 0.32 -1.59
-1.59 0.14 1.15
-0.16 -0.53 0.43
0.16 0.94 1.13
0.13 -0.87 -1.13